(1)
Computed, not measured: a cluster of 2 separate species, CH6S2 in total in a non-equilibrium geometry, with ωB97M-V/def2-TZVPD.

Structure (XYZ):
```
9
Properties=species:S:1:pos:R:3
S -0.644 -0.511 -0.941
S -1.035 0.445 0.837
H -1.888 -0.628 -1.486
H -0.680 -0.622 1.574
C 2.941 0.223 0.086
H 2.747 -0.535 -0.668
H 2.288 -0.111 0.899
H 2.692 1.203 -0.304
H 3.918 0.269 0.557
```

Output
Calculated total energy in eV: -22804.43736
Energy relative to the best compared isomer or geometry (same formula, charge and spin) in kJ/mol: 18.6
Frontier orbital gap in Ha: 0.354
Structure (SMILES): SS.C
HOMO energy in eV: -9.28

Listed below, in e, are the natural (NBO) charges computed for each atom: -0.1448, -0.1156, 0.1325, 0.1303, -0.8596, 0.2168, 0.2082, 0.2167, 0.2155



(2)
Computed, not measured: a cluster of 2 separate species, CH6S3 in total in a non-equilibrium geometry, with ωB97M-V/def2-TZVPD.

Structure (XYZ):
```
10
Properties=species:S:1:pos:R:3
C 0.832 2.055 -2.204
S -0.584 2.689 -1.214
H 0.578 1.061 -2.536
H 1.728 2.162 -1.601
H 0.967 2.768 -3.015
H -0.272 2.041 -0.084
S -0.437 -1.251 0.426
S 0.438 -2.594 1.820
H -0.498 -0.324 1.391
H 1.219 -1.684 2.417
```

Output
Calculated total energy in eV: -33639.39749
Energy relative to the best compared isomer or geometry (same formula, charge and spin) in kJ/mol: 48.0
Frontier orbital gap in Ha: 0.334
Structure (SMILES): CS.SS
HOMO energy in eV: -8.97

Listed below, in e, are the natural (NBO) charges computed for each atom: -0.7136, -0.0618, 0.2213, 0.2216, 0.2237, 0.1086, -0.1250, -0.1346, 0.1310, 0.1287



(3)
Computed, not measured: a cluster of 2 separate species, CH7BNO in total in a non-equilibrium geometry, with ωB97M-V/def2-TZVPD.

Structure (XYZ):
```
11
Properties=species:S:1:pos:R:3
B -1.105 1.876 0.034
C 0.577 -0.473 -0.536
N 1.159 -1.272 0.643
O -2.220 1.640 -0.568
H -0.840 2.571 0.973
H -0.466 -0.818 -0.718
H 1.223 -0.376 -1.436
H 0.462 -1.959 1.025
H 2.034 -1.577 0.383
H 1.498 -0.560 1.431
H -2.322 0.948 -1.231
```

Output
Calculated total energy in eV: -5354.41278
Energy relative to the best compared isomer or geometry (same formula, charge and spin) in kJ/mol: 399.9
Net charge: +1
Frontier orbital gap (spin up / spin down) in Ha: 0.290 / 0.290
HOMO energy (spin up / spin down) in eV: -12.37 / -12.37

Listed below, in e, are the natural (NBO) charges computed for each atom: 0.9787, -0.6153, -0.7145, -0.8817, -0.0549, 0.1841, 0.2277, 0.4544, 0.4285, 0.4397, 0.5534



(4)
Computed, not measured: a cluster of 2 separate species, CH7ClOSi2 in total in a non-equilibrium geometry, with ωB97M-V/def2-TZVPD.

Structure (XYZ):
```
12
Properties=species:S:1:pos:R:3
C -0.762 1.523 -0.240
O 1.882 1.472 0.340
Si -0.047 -2.768 2.056
Si 0.812 0.601 -0.623
Cl -1.538 -1.579 2.541
H -1.522 0.922 0.400
H -0.537 2.474 0.299
H -1.339 1.845 -1.028
H 1.519 2.056 1.020
H 1.301 -2.080 1.995
H -0.079 -3.471 0.742
H 0.011 -3.868 3.106
```

Output
Multiplicity: 3
Calculated total energy in eV: -31473.40179
Energy relative to the best compared isomer or geometry (same formula, charge and spin) in kJ/mol: 0.0
Frontier orbital gap (spin up / spin down) in Ha: 0.250 / 0.331
HOMO energy (spin up / spin down) in eV: -6.09 / -11.21

Listed below, in e, are the natural (NBO) charges computed for each atom: -1.1298, -1.1295, 0.8257, 1.0548, -0.3524, 0.2447, 0.2403, 0.2334, 0.4997, -0.1568, -0.1641, -0.1659



(5)
Computed, not measured: a structure of composition CH7HgNO4P3S2 in a non-equilibrium geometry, with ωB97M-V/def2-TZVPD.

Structure (XYZ):
```
19
Properties=species:S:1:pos:R:3
O 1.147 1.297 1.834
P 1.138 1.584 0.138
O 2.779 1.325 -0.319
P 0.044 -0.138 -0.822
N 0.644 -1.160 0.526
C 0.551 -2.423 0.229
S -0.026 -3.992 0.316
P -1.836 0.389 0.216
O -3.047 0.439 -0.971
O -1.770 1.967 0.898
S -2.232 -0.866 1.673
H 1.890 0.663 2.017
H 3.342 1.368 0.491
H -0.289 0.798 -1.899
H -0.650 -1.218 -1.472
H 1.250 -0.499 -1.584
H -3.143 1.398 -1.195
H -1.821 1.791 1.869
Hg 2.029 -2.726 -1.947
```

Output
Calculated total energy in eV: -64531.73246
Net charge: +1
Frontier orbital gap in Ha: 0.161
HOMO energy in eV: -12.21

Listed below, in e, are the natural (NBO) charges computed for each atom: -0.9284, 1.5203, -0.9427, 0.1377, -0.8751, 0.1364, 0.1450, 1.4877, -0.9057, -0.9650, -0.3537, 0.5151, 0.5156, -0.0976, 0.0864, 0.1247, 0.5183, 0.5380, 0.3430



(6)
Computed, not measured: a cluster of 2 separate species, CH7IN3 in total in a non-equilibrium geometry, with ωB97M-V/def2-TZVPD.

Structure (XYZ):
```
12
Properties=species:S:1:pos:R:3
C 0.823 -0.217 0.483
N -0.432 1.246 -0.745
N -0.108 0.803 0.575
N 0.269 -1.175 -0.490
I 2.884 0.331 -0.236
H 1.110 -0.858 1.852
H 0.258 1.912 -1.102
H -1.337 1.705 -0.738
H 0.080 1.521 1.270
H -0.481 -1.752 -0.086
H -0.161 -0.453 -1.165
H 0.978 -1.771 -0.938
```

Output
Calculated total energy in eV: -13712.25904
Energy relative to the best compared isomer or geometry (same formula, charge and spin) in kJ/mol: 366.9
Net charge: +1
Frontier orbital gap in Ha: 0.355
HOMO energy in eV: -13.77

Listed below, in e, are the natural (NBO) charges computed for each atom: -0.0032, -0.6887, -0.5117, -0.7788, 0.0983, 0.3052, 0.3839, 0.4041, 0.4094, 0.4483, 0.4739, 0.4595



(7)
Computed, not measured: a cluster of 2 separate species, CH7N in total in a non-equilibrium geometry, with ωB97M-V/def2-TZVPD.

Structure (XYZ):
```
9
Properties=species:S:1:pos:R:3
C 1.741 -0.093 0.203
H 2.149 -0.806 0.878
H 1.239 -0.680 -0.541
H 2.442 0.591 -0.297
H 0.985 0.430 0.693
N -2.269 0.050 -0.454
H -1.437 0.607 -0.574
H -2.912 0.680 0.034
H -1.939 -0.780 0.058
```

Output
Calculated total energy in eV: -2640.44276
Energy relative to the best compared isomer or geometry (same formula, charge and spin) in kJ/mol: 19.3
Frontier orbital gap in Ha: 0.407
Structure (SMILES): C.N
HOMO energy in eV: -10.07

Listed below, in e, are the natural (NBO) charges computed for each atom: -0.8469, 0.2146, 0.2092, 0.2169, 0.2052, -1.0804, 0.3521, 0.3643, 0.3650



(8)
Computed, not measured: a cluster of 2 separate species, CH7N2 in total in a non-equilibrium geometry, with ωB97M-V/def2-TZVPD.

Structure (XYZ):
```
10
Properties=species:S:1:pos:R:3
C -0.287 -0.175 0.380
N -1.174 -0.294 -0.616
N 1.236 0.174 -0.072
H -0.115 -0.938 1.100
H -0.465 0.744 0.870
H -2.367 0.839 -0.615
H -1.650 -1.207 -0.580
H 1.394 -0.318 -0.959
H 1.349 1.203 -0.043
H 2.079 -0.029 0.536
```

Output
Calculated total energy in eV: -4120.35490
Energy relative to the best compared isomer or geometry (same formula, charge and spin) in kJ/mol: 343.2
Net charge: +1
Frontier orbital gap in Ha: 0.372
HOMO energy in eV: -15.20

Listed below, in e, are the natural (NBO) charges computed for each atom: -0.0449, -0.7840, -0.7536, 0.2159, 0.2019, 0.4242, 0.4040, 0.4507, 0.4409, 0.4449



(9)
Computed, not measured: a cluster of 2 separate species, CH7N2 in total in a non-equilibrium geometry, with ωB97M-V/def2-TZVPD.

Structure (XYZ):
```
10
Properties=species:S:1:pos:R:3
N -0.959 -0.890 -1.074
H -1.623 -0.109 -1.274
H -0.555 -1.070 -2.080
H -0.273 -0.442 -0.312
H -1.234 -1.879 -0.813
C 1.304 1.011 1.025
N 0.096 0.685 0.767
H 1.799 0.844 1.992
H 1.839 1.398 0.188
H -0.394 0.451 1.580
```

Output
Multiplicity: 2
Calculated total energy in eV: -4107.21148
Energy relative to the best compared isomer or geometry (same formula, charge and spin) in kJ/mol: 64.7
Net charge: +2
Frontier orbital gap (spin up / spin down) in Ha: 0.501 / 0.335
HOMO energy (spin up / spin down) in eV: -25.13 / -25.08

Listed below, in e, are the natural (NBO) charges computed for each atom: -0.9169, 0.4766, 0.4956, 0.4141, 0.5001, 0.1387, -0.2202, 0.3546, 0.3031, 0.4544



(10)
Computed, not measured: a cluster of 2 separate species, CH7N2O in total in a non-equilibrium geometry, with ωB97M-V/def2-TZVPD.

Structure (XYZ):
```
11
Properties=species:S:1:pos:R:3
N 1.557 -1.082 1.362
H 0.854 -0.875 0.646
H 1.861 -2.033 1.224
H 2.344 -0.479 1.191
N -0.600 1.562 -0.570
C -1.305 0.197 -0.861
O -0.591 -0.840 -1.168
H 0.387 1.462 -0.821
H -0.532 1.531 0.446
H -2.077 0.488 -1.612
H -1.898 0.070 0.163
```

Output
Calculated total energy in eV: -6177.97237
Energy relative to the best compared isomer or geometry (same formula, charge and spin) in kJ/mol: 35.2
Net charge: -1
Frontier orbital gap in Ha: 0.264
HOMO energy in eV: -2.56

Listed below, in e, are the natural (NBO) charges computed for each atom: -1.1084, 0.4134, 0.3407, 0.3351, -0.9354, 0.1688, -0.9223, 0.3264, 0.3231, 0.0550, 0.0035